(1)
C16H37IrO3PS3Se2 | ωB97M-V/def2-TZVPD

Geometry as XYZ:
```
63
Properties=species:S:1:pos:R:3:forces:R:3:lowdin_spin:R:1
C 2.831359 2.294641 -0.757235 -1.363 -1.848 -0.517 0.044
S 1.717810 1.619312 1.697431 1.969 0.254 1.776 0.249
H 3.433437 3.293893 1.176414 -0.586 -0.373 -0.491 0.003
C 0.240141 -4.000389 0.623592 -0.561 0.461 0.250 0.001
H 1.975603 -3.129036 -4.767385 0.162 0.888 0.883 0.000
C -3.764914 0.694778 0.833707 -0.300 -1.071 1.076 0.033
H -0.461812 4.362689 2.638550 0.064 0.209 0.544 0.004
C -1.063007 -4.712845 0.966709 0.548 0.092 -0.717 0.001
H 3.946217 -3.383881 -0.253256 -0.341 -0.216 1.082 0.000
H -0.949154 2.870997 3.591935 1.200 0.662 -1.098 0.000
H 0.053857 -2.931286 -3.120888 -0.185 -0.285 0.021 0.000
C 3.566996 -3.466326 0.802915 0.844 -1.574 -0.056 0.000
C -0.248172 3.314208 2.803636 -1.666 -1.202 -0.931 0.027
H -4.729225 0.171781 0.918191 0.453 -0.010 0.269 0.008
H 2.891009 -4.362878 0.920621 0.915 0.880 -0.373 0.000
H -4.621176 2.873489 -2.993471 -0.308 -0.954 -0.157 0.011
C 2.835793 -2.229259 1.162755 -0.094 1.827 0.730 0.001
S 0.970654 1.962188 -1.189137 1.633 1.717 -1.803 0.232
C -2.000281 -1.108379 2.479974 0.098 -0.382 -0.496 0.053
C 1.056515 -2.601688 -2.897038 0.696 0.246 1.713 0.000
H 3.995200 1.632778 0.971071 -1.132 0.902 -0.541 0.005
H 2.779526 -1.747712 -3.829158 -0.030 -0.239 -0.190 0.000
P 0.725651 -1.455755 -0.418857 0.118 -0.803 -3.016 0.050
O 2.227110 -1.718743 -0.078432 0.436 -0.304 0.748 0.014
H -3.071248 2.446510 -0.142405 -0.167 -0.464 -0.771 0.015
H 0.925686 -4.611965 0.017153 -0.328 0.491 0.083 0.000
H 2.046932 -2.384227 1.919216 0.378 0.079 -0.277 0.001
H -2.567975 -0.454989 3.104463 -0.716 0.329 0.347 0.001
H 1.938813 3.808670 2.780730 -0.832 -0.551 0.032 0.001
H 0.954617 4.369652 -1.630615 -0.417 -0.557 0.040 0.004
C 1.838259 -2.231344 -4.094271 -0.509 -0.268 -1.784 0.000
C -4.867411 1.796177 -3.178724 1.061 0.289 -0.698 0.073
S -0.866071 2.624105 1.120504 -2.921 4.033 1.884 0.112
H -0.840515 -5.773179 1.161809 -0.287 0.444 0.318 0.000
H 0.722851 -3.645453 1.561521 -0.217 -0.447 -0.848 0.000
Ir -0.111726 0.655313 0.345086 1.727 -1.268 -0.667 1.790
H 3.214992 1.358159 -1.193006 0.149 0.453 0.110 0.000
H -4.834956 2.149762 -0.267624 0.730 -0.289 -0.322 0.005
Se -2.341841 -0.622811 0.599252 -1.012 -1.043 0.245 0.218
O 0.924068 -1.343890 -2.085503 -1.173 -0.226 2.420 0.007
H -1.514026 -4.181364 1.803430 -0.185 -0.475 0.100 0.000
H 0.265344 4.747631 0.588514 -0.311 0.016 -0.029 0.000
O -0.182673 -2.767548 -0.151145 1.141 0.481 0.412 0.020
H 4.445780 -3.635752 1.473812 -0.726 0.158 -0.526 0.000
C -0.452040 4.140550 0.032831 2.376 -2.702 -0.114 0.011
H -2.284925 -2.165577 2.636274 0.400 0.690 -0.060 0.004
H -4.634301 1.488328 -4.240392 -0.413 0.375 1.187 0.001
H 1.204349 -1.546610 -4.688826 0.562 -0.046 0.159 0.000
H -3.521186 1.201557 1.770891 -0.316 0.162 -0.164 0.000
C -3.833004 1.653507 -0.282923 -0.922 1.177 -0.893 0.060
C 3.119728 2.328378 0.726521 1.251 -0.731 1.264 0.046
H -0.541437 3.501304 -2.098095 0.062 0.197 0.193 0.001
C 0.188097 3.640989 -1.294848 0.259 0.106 0.567 0.026
Se -3.707233 0.690677 -2.060302 -0.233 0.945 0.485 0.792
H 1.611922 -3.314760 -2.256251 -0.477 0.103 -0.389 0.000
H 3.469709 -1.380112 1.564341 -0.487 -1.057 -0.639 0.000
H -1.738626 -4.665931 0.101370 0.179 -0.099 0.248 0.000
H -1.353490 4.611955 -0.164414 -1.594 1.115 -0.097 0.001
H -0.959457 -0.851960 2.683580 0.123 -0.560 -0.057 0.019
C 1.209369 2.973964 2.926841 1.644 -0.726 -0.008 0.025
H 3.154957 3.118655 -1.366695 0.057 0.467 -0.090 0.002
H -5.884645 1.547298 -2.885597 -0.169 0.070 -0.079 0.021
H 1.464176 2.481752 3.880852 -0.258 0.457 -0.290 0.004
```
Forces are in eV/Å.

Multiplicity: 5
Energy relative to the best compared isomer or geometry (same formula, charge and spin), kJ/mol: 220.6
HOMO (spin up / spin down), eV: -14.4 / -17.5
⟨S²⟩: 6.017
Net charge: +3
E_tot, eV: -198630.8401
LUMO (spin up / spin down), Ha: -0.3025 / -0.4549
Largest force on an atom, eV Å⁻¹: 5.324

***

(2)
C5H4ClNS | ωB97M-V/def2-TZVPD

Geometry as XYZ:
```
12
Properties=species:S:1:pos:R:3:forces:R:3:lowdin_charge:R:1
H -3.605743 -1.072027 0.190137 -0.464 0.015 -0.034 0.100
H -1.557571 2.151475 0.169059 -0.481 0.200 -0.103 0.092
H -1.345559 -2.247191 0.020170 0.398 -0.073 -0.063 0.111
C -1.894179 -0.066438 0.022038 0.749 1.808 -0.075 -0.350
C 0.222136 0.833205 -0.007313 -2.076 -1.214 0.527 -0.829
S 1.493941 1.787330 -0.023682 0.747 0.624 -0.083 0.746
Cl 1.792393 -1.559828 0.010405 -0.692 0.276 -0.075 0.658
H -3.782429 0.655807 0.047926 0.257 -0.803 -0.061 0.124
C -1.227012 1.139225 0.090119 1.911 -1.604 -0.331 -0.085
N -3.226850 -0.190686 -0.103952 -0.571 0.069 0.281 0.135
C 0.288170 -0.711027 -0.018671 -0.988 -0.552 0.020 -0.678
C -0.971528 -1.233876 -0.002440 1.209 1.255 -0.003 -0.023
```
Forces are in eV/Å.

Structure (SMILES): NC1=CC(=S)C(Cl)=C1
Energy relative to the best compared isomer or geometry (same formula, charge and spin), kJ/mol: 63.1
HOMO, eV: -8.1
Net charge: 0
E_tot, eV: -30096.3235
LUMO, Ha: -0.0383
Largest force on an atom, eV Å⁻¹: 2.517

***

(3)
C3H4BrNO | ωB97M-V/def2-TZVPD

Geometry as XYZ:
```
10
Properties=species:S:1:pos:R:3:forces:R:3:lowdin_charge:R:1
H -0.244541 -3.216793 -0.054395 -0.465 1.016 -0.520 0.043
C 0.286634 0.173818 0.585424 0.553 0.374 1.523 -0.109
Br -2.352420 -0.557964 -0.347546 -0.531 0.240 -0.083 0.759
N -0.600863 1.508999 -1.064616 -2.629 -1.743 0.551 0.009
C 1.145212 1.145554 0.222598 1.058 2.216 -0.876 -0.080
H 2.133543 1.547099 0.533002 -0.937 -0.798 -0.132 0.138
H 0.444085 -0.491373 1.502938 -0.580 0.866 -1.954 0.144
H -0.566773 -2.574493 -0.363972 0.597 -1.184 0.524 -0.036
O 0.590181 1.965095 -0.778857 2.543 -1.005 1.921 -0.058
C -0.835059 0.500056 -0.234576 0.392 0.018 -0.953 -0.811
```
Forces are in eV/Å.

Energy relative to the best compared isomer or geometry (same formula, charge and spin), kJ/mol: 264.7
HOMO, eV: -9.9
Net charge: 0
E_tot, eV: -76752.7764
LUMO, Ha: 0.0313
Largest force on an atom, eV Å⁻¹: 3.341